{"formula": "C4H6ClNO", "method": "wB97M-V/def2-TZVPD", "elements": ["O", "C", "C", "C", "C", "Cl", "N", "H", "H", "H", "H", "H", "H"], "positions_angstrom": [[-2.39697, -0.26559, 0.86501], [-1.29089, -0.00187, 0.49001], [-0.76855, 0.15978, -0.91952], [0.54266, -0.61446, -0.75538], [1.04991, -0.05266, 0.57009], [1.88874, 1.55038, 0.34205], [-0.15062, 0.09603, 1.39157], [-0.56782, 1.23068, -1.05618], [-1.43804, -0.19407, -1.70326], [1.24665, -0.61091, -1.58442], [0.25406, -1.64756, -0.50596], [1.81260, -0.66877, 1.04916], [-0.18172, 1.01902, 1.81684]], "forces_ev_per_a": [[0.17, 0.45, -0.08], [-0.05, -0.24, 0.28], [0.10, -0.12, -0.12], [-0.43, -0.18, 0.40], [0.26, 0.17, 0.19], [-0.06, -0.07, -0.08], [-0.05, 0.26, -1.03], [0.00, -0.17, -0.15], [0.01, -0.05, 0.25], [-0.01, 0.19, 0.18], [0.28, 0.01, -0.38], [-0.25, 0.09, 0.00], [0.03, -0.34, 0.55]], "orbital_gap_ev": 11.0, "smiles": "O=C1CC[C@@H](Cl)N1", "relative_energy_kj_mol": 34.0}



{"formula": "C4H6ClNOS", "method": "wB97M-V/def2-TZVPD", "elements": ["C", "C", "C", "C", "N", "O", "S", "Cl", "H", "H", "H", "H", "H", "H"], "positions_angstrom": [[0.83839, 0.93770, -1.30214], [-1.99647, -0.24411, -0.40325], [-0.72191, -0.76295, 0.20271], [0.86616, 0.67179, 0.07154], [0.94845, 1.08597, -2.43179], [1.77465, -0.62067, 2.18406], [2.15896, -0.42502, 0.80479], [3.85482, 0.88225, 0.88261], [-1.87068, -0.16081, -1.41941], [-2.66739, -1.05798, -0.05302], [-2.55220, 0.65119, -0.09488], [-0.35798, -1.44778, -0.41091], [-0.78490, -0.99968, 1.23963], [0.51010, 1.49011, 0.73006]], "forces_ev_per_a": [[0.98, -0.08, -0.08], [-0.68, -0.40, 2.55], [0.06, 5.77, 1.81], [-2.75, -2.09, 2.28], [-0.27, 0.15, -0.92], [-0.35, -0.01, 0.35], [0.14, 0.79, -0.89], [-0.64, -0.18, -0.23], [-0.15, -0.26, -2.50], [-0.11, 0.16, -0.97], [0.91, 0.06, 0.59], [1.96, -3.21, -2.31], [0.39, -0.10, 0.63], [0.50, -0.61, -0.30]], "orbital_gap_ev": 9.8, "relative_energy_kj_mol": 358.1}



{"formula": "C4H6ClNOS", "method": "wB97M-V/def2-TZVPD", "elements": ["C", "C", "C", "C", "H", "H", "H", "H", "H", "H", "N", "O", "S", "Cl"], "positions_angstrom": [[-1.45701, -0.93739, 0.38769], [0.75046, -0.17720, -0.42919], [1.80240, -0.52091, -1.24359], [0.95164, 0.58380, 0.77633], [-2.52447, -1.02855, 0.09125], [-1.23753, -1.93410, 0.97437], [-1.55108, 0.05675, 1.07376], [2.84785, -0.10308, -1.07465], [1.97375, 0.61751, 1.34017], [-1.50473, 1.57689, -0.41941], [0.35845, 1.60523, 1.14301], [-0.57890, -0.60438, -0.77702], [-1.18353, 2.28021, 0.72592], [1.35267, -1.41477, -2.56865]], "forces_ev_per_a": [[-0.28, 1.28, 1.72], [-0.41, -2.26, -1.24], [-1.04, 1.87, 2.51], [3.33, 0.54, 0.35], [0.95, -0.09, -0.77], [0.29, 2.12, -1.28], [0.62, -2.91, -1.10], [-1.60, -0.90, -0.39], [-1.47, -1.15, -1.30], [0.11, 0.45, 0.55], [-3.15, 2.84, 1.57], [0.71, 0.00, 1.95], [1.39, -0.85, -0.81], [0.54, -0.95, -1.77]], "orbital_gap_ev": 9.0, "smiles": "COC(/C=N\\S)=C\\Cl", "relative_energy_kj_mol": 387.9}



{"formula": "C4H6CoF6N2O7PSe", "method": "wB97M-V/def2-TZVPD", "elements": ["Co", "N", "C", "C", "O", "N", "C", "C", "O", "O", "H", "H", "H", "H", "H", "H", "O", "Se", "O", "O", "O", "F", "P", "F", "F", "F", "F", "F"], "positions_angstrom": [[-0.40159, -0.34937, 0.35136], [-0.62274, 0.34348, -1.38121], [0.67326, 0.68424, -1.99191], [1.79674, 0.47000, -1.00116], [2.91091, 0.91769, -1.08279], [1.38262, -0.44082, -0.01703], [2.23013, -0.91412, 0.93712], [1.34159, -0.63789, 2.47389], [2.08310, -0.45845, 3.38634], [0.13909, -0.76549, 2.21699], [-1.05694, -0.42407, -1.95607], [-1.23507, 1.15082, -1.29124], [0.69636, 1.69821, -2.38460], [0.85081, -0.01518, -2.81254], [3.22291, -0.47820, 0.95991], [2.18913, -1.99724, 1.08180], [-1.10611, -1.78096, -2.65929], [-0.91163, -2.91254, -1.47850], [-2.16474, -3.90989, -1.32433], [-1.00953, -1.96065, 0.00359], [0.56877, -3.55489, -1.47626], [-2.20986, 0.69981, 1.02848], [-1.69368, 2.24127, 1.39111], [-3.16456, 2.68783, 1.75570], [-0.15320, 1.65466, 0.92289], [-1.04885, 3.66675, 1.64656], [-1.37963, 1.77007, 2.87188], [-1.92728, 2.61491, -0.17067]], "forces_ev_per_a": [[0.39, 0.67, 0.58], [-0.19, 0.44, -0.08], [0.02, 0.08, 0.04], [-0.06, -0.26, 0.16], [0.03, 0.04, -0.07], [0.10, 0.23, -0.28], [-0.08, -0.14, 0.24], [0.19, -0.03, -0.35], [-0.07, -0.02, 0.07], [-0.27, 0.02, 0.08], [-0.05, -0.16, -0.15], [0.11, 0.04, -0.08], [0.00, 0.02, 0.08], [0.00, 0.01, -0.02], [0.01, -0.02, -0.09], [-0.04, -0.01, -0.03], [-0.04, -0.44, -0.15], [-0.07, 0.06, 0.40], [0.35, 0.13, -0.12], [-0.19, -0.44, -0.09], [-0.16, 0.10, -0.08], [-0.04, -0.24, -0.05], [0.03, 0.13, 0.03], [0.03, -0.01, -0.01], [0.05, -0.18, 0.00], [-0.02, -0.03, 0.00], [-0.01, 0.01, -0.04], [-0.02, 0.03, 0.03]], "orbital_gap_ev": [8.6, 6.6], "spin_multiplicity": 2, "charge": -1, "relative_energy_kj_mol": 74.9}



{"formula": "C4H6CrO", "method": "wB97M-V/def2-TZVPD", "elements": ["O", "C", "C", "H", "H", "H", "Cr", "C", "C", "H", "H", "H"], "positions_angstrom": [[-0.54489, 0.51577, 2.00455], [0.30419, -0.47626, 2.11202], [0.39299, -1.56784, 1.30093], [1.05821, -0.37394, 2.91446], [-0.44180, -1.83110, 0.64338], [1.31535, -2.15075, 1.28219], [-1.47741, 1.12397, 0.46807], [-0.29001, 0.58128, -1.24657], [-0.14013, 1.32929, -2.35687], [0.08421, -0.44986, -1.39273], [-0.50343, 2.36462, -2.41852], [0.24272, 0.93481, -3.31089]], "forces_ev_per_a": [[-1.61, 0.92, -0.39], [1.52, -1.75, -0.79], [-0.30, 0.85, 0.77], [-0.26, 0.26, -0.43], [0.52, 0.21, -0.11], [-0.57, -0.12, 0.33], [1.80, -0.93, -0.24], [-0.57, 0.18, -0.48], [-0.63, 0.13, 0.23], [-0.22, 0.40, 0.55], [0.21, -0.28, 0.04], [0.11, 0.12, 0.52]], "orbital_gap_ev": [7.0, 6.8], "spin_multiplicity": 5}



{"formula": "C4H6CrO2", "method": "wB97M-V/def2-TZVPD", "elements": ["H", "O", "C", "C", "C", "C", "O", "Cr", "H", "H", "H", "H", "H"], "positions_angstrom": [[-0.62712, -0.42713, -1.31153], [-2.55854, 0.70337, -0.52766], [-1.25921, 0.62112, -0.52416], [-0.66209, -0.51082, 0.07955], [0.79381, -0.86514, 0.38278], [1.82920, -0.02929, -0.31439], [1.81097, 1.29521, -0.12928], [0.24017, 2.03434, 0.52715], [-2.87873, 1.44483, 0.00416], [-1.36091, -1.01690, 0.76106], [0.94449, -1.92051, 0.11206], [0.92695, -0.84400, 1.48481], [2.80102, -0.48506, -0.54454]], "forces_ev_per_a": [[-1.00, 0.22, 0.78], [-2.15, -1.16, 0.43], [4.22, 0.80, 1.05], [-1.10, 0.42, 0.21], [-0.23, -0.17, -0.72], [0.84, 3.79, 2.31], [1.32, -5.00, -1.21], [-1.43, 1.03, -0.24], [0.02, 0.22, -0.72], [-0.06, -0.94, -0.82], [-0.06, 0.25, 0.05], [0.07, 0.26, -0.39], [-0.44, 0.28, -0.74]], "orbital_gap_ev": [6.2, 8.6], "spin_multiplicity": 6, "charge": 1, "relative_energy_kj_mol": 161.7}



{"formula": "C4H6CsO3", "method": "wB97M-V/def2-TZVPD", "elements": ["O", "O", "O", "C", "C", "C", "H", "H", "H", "Cs", "C", "H", "H", "H"], "positions_angstrom": [[1.23213, 0.58534, 0.32471], [-0.88008, 0.21477, -0.12347], [0.56691, -1.55812, 0.05153], [-1.86197, -0.60763, -0.50598], [-3.05496, 0.21421, -0.83884], [0.42402, -0.33518, 0.12615], [-3.96068, -0.40075, -0.72387], [-3.16338, 1.10695, -0.20026], [-3.00341, 0.49728, -1.90464], [-0.87852, -4.11173, -0.70424], [3.48299, 1.06963, 1.07262], [3.61342, 2.13983, 0.90260], [4.07706, 0.43682, 0.41070], [3.40646, 0.74858, 2.11300]], "forces_ev_per_a": [[-1.69, -1.25, -0.28], [-3.18, -1.14, -0.88], [-0.49, -0.75, 0.00], [1.75, 0.80, 0.30], [-0.75, 0.10, 0.43], [2.93, 1.02, 0.20], [0.24, 0.16, -0.13], [0.18, -0.06, -0.38], [0.13, 0.00, 0.32], [0.25, 1.00, 0.21], [1.70, 0.31, 0.46], [-0.38, -0.27, 0.02], [-0.45, 0.03, 0.13], [-0.23, 0.05, -0.40]], "orbital_gap_ev": [5.5, 7.2], "spin_multiplicity": 2, "relative_energy_kj_mol": 192.8}



{"formula": "C4H6EuO3", "method": "wB97M-V/def2-TZVPD", "elements": ["H", "C", "H", "H", "C", "O", "C", "O", "Eu", "O", "C", "H", "H", "H"], "positions_angstrom": [[-0.72895, -1.24754, 0.68698], [0.51125, -1.91048, -0.10136], [1.31135, -2.16105, -0.81318], [0.44729, -2.68717, 0.67598], [-0.42541, -1.03348, -0.46482], [-4.04738, -1.74831, -3.81987], [-3.86818, -2.94796, -4.18834], [-2.88499, -3.60496, -3.73647], [-2.16179, -1.65672, -2.32854], [-4.70667, -3.45686, -5.05760], [-4.48825, -4.79951, -5.50118], [-3.51448, -4.88101, -5.99729], [-4.53735, -5.49143, -4.65271], [-5.29255, -5.01199, -6.21001]], "forces_ev_per_a": [[-1.22, 2.77, -1.14], [0.98, -1.09, -3.18], [1.01, 0.51, 0.59], [-0.39, 0.15, -0.12], [0.16, -2.31, 4.37], [-0.11, 0.57, 0.31], [0.48, 0.30, 0.18], [0.57, -0.18, 0.48], [-1.42, -0.80, -1.55], [-0.20, 0.30, 0.04], [0.13, -0.45, -0.08], [-0.24, -0.01, 0.15], [0.04, 0.15, -0.23], [0.20, 0.09, 0.20]], "orbital_gap_ev": [8.6, 6.1], "spin_multiplicity": 9, "charge": 1, "relative_energy_kj_mol": 0.0}